A single C12H26O4P molecule in a non-equilibrium geometry, computed with ωB97M-V with the def2-TZVPD basis set.

```
43
C12H26O4P ωB97M-V with the def2-TZVPD basis set
C 2.019 1.641 2.885
C 0.661 1.923 2.270
O -0.025 0.646 2.095
P -1.411 0.605 1.225
O -1.519 1.362 -0.040
C -1.479 -1.190 1.139
C -1.808 -1.668 2.618
O -2.498 1.126 2.348
C -3.504 2.165 1.933
C -4.566 2.150 3.022
H 2.506 2.609 3.003
H 1.910 1.163 3.870
H 2.631 1.009 2.219
H 0.051 2.582 2.913
H 0.751 2.375 1.268
H -2.366 -1.641 0.655
H -2.370 -2.606 2.593
H -0.907 -1.674 3.290
H -2.502 -1.084 3.261
H -2.981 3.120 1.806
H -3.940 1.829 0.981
H -5.393 2.823 2.797
H -5.054 1.177 3.159
H -4.101 2.462 3.961
C 4.478 -1.703 -4.411
C 3.351 -1.427 -3.448
C 2.025 -0.952 -4.134
C 0.923 -0.357 -3.258
O 0.647 -1.348 -2.235
C -0.049 -1.008 -1.186
C -0.592 -1.742 -0.092
H 5.332 -2.073 -3.863
H 4.241 -2.448 -5.164
H 4.790 -0.793 -4.921
H 3.120 -2.331 -2.883
H 3.634 -0.655 -2.738
H 2.307 -0.200 -4.906
H 1.612 -1.810 -4.715
H 1.239 0.564 -2.785
H 0.024 -0.163 -3.859
H -0.505 -0.008 -1.159
H 0.121 -1.617 0.817
H -0.804 -2.835 -0.328
```

Values from the calculation:
Gap between HOMO and LUMO (alpha / beta) (eV): 6.477 / 9.914
Max |F| (hartree/bohr): 0.12448
LUMO energy (alpha / beta) (eV): 0.928 / 0.909
2S+1: 2
E_tot (eV): -30341.4869

Results of the Löwdin charge analysis, in e, for atoms 1 through 5: C -0.08; C -0.26; O -0.23; P 0.56; O -0.27